The following is a DFT calculation (ωB97M-V with the def2-TZVPD basis set) of a molecular structure, C32H20Br2I2MgN4O5Se at a distorted geometry.

Each line ends with the natural charge from an NBO analysis.
Atoms and positions in Å:
Mg  0.490  -1.248  -1.135  1.760
I  0.891  3.806  -2.499  0.061
C  2.363  2.406  -1.933  -0.288
C  3.681  2.807  -1.884  -0.238
C  4.653  1.907  -1.519  -0.215
I  6.666  2.595  -1.384  0.021
C  4.337  0.575  -1.227  -0.050
C  5.262  -0.429  -0.882  -0.180
C  4.823  -1.700  -0.629  -0.252
C  3.451  -1.975  -0.705  0.067
N  2.582  -1.054  -1.021  -0.485
C  2.968  0.186  -1.290  0.065
C  1.904  1.108  -1.641  0.450
O  0.704  0.762  -1.675  -0.773
H  3.949  3.821  -2.144  0.222
H  6.318  -0.195  -0.827  0.208
H  5.523  -2.480  -0.368  0.206
H  3.056  -2.961  -0.510  0.249
Br  -5.361  3.400  -1.232  0.011
C  -4.030  2.128  -1.776  -0.017
C  -2.956  2.555  -2.539  -0.311
C  -2.031  1.580  -2.906  0.096
N  -2.113  0.325  -2.544  -0.394
C  -3.138  -0.067  -1.796  0.271
C  -4.159  0.809  -1.399  -0.325
C  -3.128  -1.477  -1.395  0.174
C  -4.270  -2.271  -1.545  -0.302
C  -4.152  -3.598  -1.187  -0.031
Br  -5.639  -4.772  -1.433  0.004
C  -2.983  -4.088  -0.649  -0.258
C  -1.916  -3.198  -0.525  0.110
N  -1.980  -1.943  -0.908  -0.448
H  -2.830  3.586  -2.830  0.230
H  -1.196  1.834  -3.538  0.219
H  -4.991  0.470  -0.798  0.231
H  -5.185  -1.872  -1.963  0.222
H  -2.876  -5.124  -0.371  0.230
H  -0.971  -3.514  -0.111  0.272
N  0.185  -0.681  0.706  -0.837
C  0.052  0.122  1.635  0.122
C  0.074  -0.327  3.068  0.022
C  -0.598  0.363  4.073  -0.238
C  -0.600  -0.119  5.371  -0.238
C  0.079  -1.283  5.684  -0.239
C  0.755  -1.973  4.689  -0.234
C  0.740  -1.508  3.388  -0.202
C  -0.113  1.600  1.445  -0.081
C  -1.131  2.107  0.645  -0.128
C  -1.244  3.470  0.447  -0.238
C  -0.341  4.346  1.030  -0.231
C  0.685  3.845  1.811  -0.227
C  0.798  2.482  2.018  -0.213
H  -1.129  1.275  3.835  0.210
H  -1.134  0.419  6.144  0.190
H  0.068  -1.662  6.699  0.187
H  1.291  -2.880  4.935  0.195
H  1.230  -2.038  2.582  0.243
H  -1.815  1.410  0.182  0.199
H  -2.026  3.870  -0.182  0.196
H  -0.418  5.414  0.868  0.194
H  1.399  4.519  2.268  0.194
H  1.603  2.086  2.625  0.207
O  0.890  -3.255  -0.667  -1.207
Se  0.775  -3.537  -2.276  2.778
O  2.097  -4.282  -2.788  -1.118
O  0.628  -2.048  -2.923  -1.192
O  -0.517  -4.432  -2.598  -1.125

Properties
HOMO-LUMO gap: 0.18885 hartree
HOMO energy: -0.06014 hartree
charge: -2
DFT total energy: -10171.7501 a.u.